Entry 1:
16
Properties=species:S:1:pos:R:3:forces:R:3 method="wB97M-V/def2-TZVPD" homo_lumo_gap_ev="6.287 / 6.814" e_tot_ha=-484.32568 spin_multiplicity=3 s2=2.05 de_lowest_kcal_mol=0.0 lumo_ev="0.61 / -3.39"
C -2.284 0.607 -0.730 0.07 0.08 -0.09
C -0.020 0.165 -0.037 -3.01 3.17 -2.07
C 1.765 1.846 -0.259 1.17 2.68 1.18
C -1.059 -2.006 0.462 -0.82 1.63 1.01
N -3.430 0.520 -0.894 -0.13 -0.26 -0.02
N 2.016 -0.354 0.511 6.14 4.72 -0.67
N 1.307 -1.395 0.646 -3.57 -7.65 1.97
N -1.029 0.943 -0.588 3.14 -1.24 1.81
N 1.227 0.647 0.208 -1.02 0.13 -0.43
N 0.059 -1.119 0.236 -0.81 -1.32 -0.21
H 1.834 1.953 -1.305 0.56 -0.72 -1.54
H 0.971 2.525 -0.064 -0.29 1.36 0.53
H 2.763 2.207 0.224 -2.03 -1.17 -0.56
H -1.916 -1.406 0.118 -0.02 -0.69 0.40
H -1.058 -2.915 -0.076 0.57 -0.86 -0.72
H -1.145 -2.217 1.548 0.06 0.13 -0.57

---

Entry 2:
21
Properties=species:S:1:pos:R:3:forces:R:3 method="wB97M-V/def2-TZVPD" homo_lumo_gap_ev=8.138 smiles=CCCSSCCN e_tot_ha=-1049.35451 de_lowest_kcal_mol=51.6 lumo_ev=-0.49
C -3.260 1.160 0.473 -1.17 -1.05 0.10
C -2.193 0.040 0.769 -3.68 -0.28 1.20
C -1.785 -0.729 -0.472 0.27 -1.80 -0.67
S -0.807 -0.160 -1.907 1.34 3.04 2.20
S 0.550 1.301 -0.589 0.01 -2.85 -1.95
C 2.125 0.219 -0.942 -1.38 1.04 -0.28
C 3.225 0.229 0.136 1.15 0.34 -0.92
N 3.482 -1.128 0.580 -0.37 -1.16 1.81
H -2.914 2.180 0.467 0.44 0.30 -0.08
H -4.124 1.118 1.250 1.44 0.04 -1.42
H -3.661 0.922 -0.555 0.04 0.49 1.13
H -2.915 -0.726 1.333 1.89 1.07 -1.05
H -1.485 0.358 1.546 0.36 -0.27 -0.84
H -1.188 -1.601 -0.143 -0.71 0.13 -0.04
H -2.696 -1.072 -1.066 0.83 0.12 1.25
H 1.792 -0.812 -0.989 -0.49 0.12 0.01
H 2.346 0.496 -1.994 0.59 0.05 0.88
H 4.202 0.516 -0.319 -0.81 0.43 0.07
H 3.080 0.920 1.006 -0.20 -0.72 -0.81
H 3.017 -1.346 1.470 0.28 0.23 -0.56
H 3.207 -1.885 -0.051 0.17 0.74 -0.03

---

Entry 3:
18
Properties=species:S:1:pos:R:3:forces:R:3 method="wB97M-V/def2-TZVPD" homo_lumo_gap_ev=8.520 e_tot_ha=-504.82312 de_lowest_kcal_mol=81.7 total_charge=+1 lumo_ev=-5.04
C -0.536 -0.022 0.728 1.63 -0.37 0.16
C 0.437 1.826 -3.240 0.98 -0.86 2.13
C 1.764 0.705 0.602 1.13 -3.42 -0.52
C 1.163 1.059 -2.393 -1.60 0.56 -2.12
C -1.880 0.455 0.890 -1.62 0.44 -1.17
N -0.042 -1.157 0.768 -1.05 -2.59 -0.55
N 0.540 0.991 0.738 0.00 3.58 1.28
F 0.885 -0.212 -2.193 -0.33 -0.57 0.24
F 2.260 1.310 -1.702 0.37 0.82 -0.27
H -0.516 1.427 -3.590 0.56 0.03 -0.15
H 0.697 2.860 -3.381 0.05 0.09 -0.12
H 1.910 -0.432 0.323 0.07 2.42 0.59
H 2.603 1.368 0.833 -0.58 0.04 -0.29
H -2.001 1.509 1.049 0.29 0.52 0.72
H -2.295 -0.159 1.658 -0.74 -0.02 0.63
H -2.490 0.342 -0.014 0.21 -0.51 -0.03
H -0.699 -2.001 0.735 0.96 1.82 0.20
H 0.367 2.001 1.062 -0.33 -1.98 -0.72

---

Entry 4:
104
Properties=species:S:1:pos:R:3:forces:R:3 method="wB97M-V/def2-TZVPD" homo_lumo_gap_ev=5.327 e_tot_ha=-17807.68609 total_charge=-2 lumo_ev=3.63
Pb 1.419 -1.221 0.385 -0.05 0.06 -0.17
Br -5.114 -1.359 5.231 -0.01 0.01 -0.01
C -3.767 -0.774 4.005 -0.10 -0.02 0.01
C -3.159 0.475 4.198 0.06 -0.05 -0.10
C -2.190 0.887 3.327 -0.03 0.05 0.21
C -1.717 0.079 2.233 0.34 0.07 -0.10
O -0.775 0.483 1.501 0.08 -0.05 0.00
C -2.394 -1.179 2.051 -0.06 -0.09 0.15
C -2.175 -2.067 0.934 -0.13 0.08 -0.30
N -1.219 -2.071 0.078 -0.07 0.11 0.13
C -1.317 -2.944 -1.021 -0.10 -0.21 0.06
C -1.941 -4.170 -0.977 0.09 0.06 0.05
C -2.035 -4.990 -2.115 -0.03 -0.02 -0.08
C -1.530 -4.578 -3.314 -0.03 -0.05 -0.05
C -0.849 -3.344 -3.401 0.03 0.05 0.17
C -0.263 -2.884 -4.601 0.04 0.07 -0.05
C 0.429 -1.712 -4.607 -0.03 -0.08 -0.08
C 0.572 -1.015 -3.393 0.02 0.01 0.17
N 0.042 -1.402 -2.263 -0.03 0.21 0.03
C -0.697 -2.540 -2.246 -0.04 -0.12 -0.10
C -3.412 -1.563 2.945 0.05 0.00 -0.06
H -3.465 1.099 5.029 0.01 0.02 -0.01
H -1.710 1.850 3.462 0.02 -0.02 -0.03
H -3.007 -2.769 0.786 -0.03 -0.01 0.01
H -2.331 -4.536 -0.037 0.02 0.00 0.01
H -2.505 -5.962 -2.029 -0.03 0.02 0.00
H -1.615 -5.195 -4.202 0.03 -0.01 0.03
H -0.347 -3.491 -5.496 -0.01 0.00 0.01
H 0.917 -1.342 -5.498 0.01 -0.01 0.00
H 1.166 -0.106 -3.362 0.03 -0.03 0.00
H -3.908 -2.515 2.789 -0.01 0.01 0.01
C 0.797 3.837 0.015 -0.36 -0.37 -0.05
C -0.156 3.812 -1.200 0.21 -0.26 0.23
P -1.178 2.260 -1.385 -0.24 0.33 -0.17
C -2.108 2.839 -2.902 0.16 -0.03 0.11
C -2.993 3.919 -2.907 0.00 -0.03 -0.03
C -3.605 4.331 -4.081 -0.01 0.01 0.02
C -3.349 3.668 -5.275 0.01 0.02 0.03
C -2.481 2.588 -5.284 0.00 -0.02 0.00
C -1.869 2.178 -4.105 0.05 -0.03 0.04
C -2.537 2.535 -0.175 0.02 -0.18 -0.02
C -3.549 1.572 -0.190 0.08 0.03 0.02
C -4.628 1.657 0.671 -0.05 0.01 0.02
C -4.716 2.710 1.575 0.00 0.01 -0.06
C -3.714 3.666 1.605 -0.01 0.00 0.01
C -2.629 3.578 0.738 -0.01 0.05 -0.05
P 1.673 2.198 0.260 0.27 0.46 -0.28
C 2.440 2.461 1.907 0.00 -0.01 -0.01
C 1.664 2.895 2.983 -0.04 0.00 -0.04
C 2.192 2.949 4.264 0.01 -0.01 0.05
C 3.498 2.545 4.499 0.01 0.00 -0.04
C 4.273 2.090 3.440 0.01 0.00 0.03
C 3.750 2.048 2.156 -0.04 0.00 -0.02
C 3.097 2.529 -0.869 -0.01 -0.04 0.02
C 3.359 1.599 -1.871 -0.07 0.00 0.09
C 4.418 1.766 -2.757 -0.02 0.01 0.01
C 5.218 2.891 -2.653 -0.01 0.02 -0.04
C 4.966 3.837 -1.663 0.03 0.02 0.03
C 3.921 3.653 -0.772 0.03 -0.06 -0.05
H 0.237 4.038 0.929 0.00 0.00 -0.01
H 1.535 4.627 -0.116 0.00 0.10 0.09
H 0.443 3.838 -2.115 -0.03 0.04 -0.04
H -0.808 4.688 -1.210 0.05 0.08 -0.01
H -3.215 4.437 -1.981 0.02 -0.01 0.03
H -4.287 5.174 -4.063 0.00 -0.02 -0.01
H -3.828 3.992 -6.192 0.00 -0.01 0.01
H -2.279 2.058 -6.207 0.00 0.00 0.01
H -1.196 1.327 -4.112 0.00 0.00 0.00
H -3.466 0.741 -0.884 -0.03 -0.04 0.06
H -5.397 0.893 0.654 0.03 -0.01 0.00
H -5.553 2.773 2.259 0.02 -0.02 0.01
H -3.769 4.484 2.314 0.01 0.00 0.00
H -1.861 4.340 0.781 0.00 -0.01 0.00
H 0.626 3.163 2.824 0.00 -0.03 0.03
H 1.574 3.289 5.089 -0.02 -0.01 -0.03
H 3.907 2.570 5.503 0.00 0.01 -0.01
H 5.290 1.756 3.611 -0.03 -0.02 -0.01
H 4.357 1.665 1.344 0.01 -0.02 -0.01
H 2.747 0.710 -1.939 0.03 -0.10 0.00
H 4.623 0.995 -3.489 -0.01 0.02 0.01
H 6.048 3.031 -3.336 0.00 -0.01 0.02
H 5.600 4.713 -1.576 0.00 -0.02 0.00
H 3.760 4.377 0.020 -0.02 0.00 0.01
C 3.623 -3.469 3.144 -0.07 -0.12 -0.19
N 3.352 -2.814 4.418 0.05 0.06 0.14
C 3.976 -3.110 5.611 -0.02 -0.04 -0.08
C 3.470 -2.285 6.551 -0.03 0.00 0.06
N 2.540 -1.484 5.918 0.09 0.02 -0.04
C 1.743 -0.441 6.526 -0.09 0.03 0.01
C 2.467 -1.811 4.601 -0.04 -0.07 -0.08
Se 1.300 -0.993 3.421 -0.06 0.01 0.25
H 4.225 -4.360 3.311 0.00 0.03 0.10
H 4.154 -2.797 2.470 0.01 0.07 -0.02
H 2.690 -3.754 2.660 0.02 0.04 0.06
H 4.718 -3.884 5.681 -0.01 0.03 -0.02
H 3.678 -2.208 7.604 0.00 0.04 -0.04
H 2.141 -0.228 7.517 0.02 -0.02 0.00
H 0.699 -0.748 6.599 0.02 -0.02 0.00
H 1.781 0.450 5.900 0.04 0.01 0.01
Se 4.406 -1.206 0.218 -0.10 -0.12 -0.16
Sb 4.019 -3.387 -1.019 0.02 0.13 0.18
Se 1.752 -3.956 0.069 0.27 -0.07 -0.35
Se 5.653 -5.077 -0.401 -0.11 0.06 0.07
Se 3.809 -2.925 -3.412 -0.13 0.03 0.19